The following is a DFT calculation (wB97M-V/def2-TZVPD) of a molecular structure, C25H33O6Re at a distorted geometry.

Output
LUMO (spin up / spin down)   2.58 / 2.56 eV
Charge   -1
Orbital gap (spin up / spin down)   3.900 / 5.821 eV
Spin multiplicity   4
Expectation value of S²   3.77
F_max   3.69 eV Å⁻¹

```
65
Properties=species:S:1:pos:R:3:forces:R:3
C 0.0108 -0.4129 -3.3364 0.34 -0.14 -0.72
C -0.5848 -1.4676 -2.3605 -0.30 0.24 -0.31
C -0.1643 0.9842 -2.6812 0.04 -0.20 -0.06
C -1.2712 0.7762 -1.6468 0.03 -0.62 0.06
H -0.4061 1.7315 -3.4439 0.11 -0.17 0.25
H 0.7810 1.2579 -2.1923 -0.26 0.03 -0.06
C -1.0179 -0.6712 -1.1369 0.56 0.10 0.19
H 0.1587 -2.2396 -2.1284 -0.16 0.13 0.06
H -1.4747 -1.9407 -2.8054 0.33 0.06 -0.06
C 0.0979 -0.6225 -0.0946 -0.60 0.54 1.03
H -1.9189 -1.0868 -0.6607 0.22 0.12 -0.11
H -2.2344 0.7271 -2.1741 -0.02 0.14 -0.20
C -1.3748 1.7654 -0.5461 -0.18 0.24 -1.52
C 1.4637 -0.6011 -3.7017 0.97 -1.19 0.93
C -0.5417 -0.4394 -4.7652 -1.40 1.37 -0.17
O -0.9883 0.5613 -5.2971 0.24 -1.75 0.23
O 2.2567 -1.3778 -3.1934 -0.70 1.09 -0.62
O 1.7486 0.1717 -4.7717 0.75 -0.23 0.59
O -0.4782 -1.5979 -5.4649 -0.15 -0.13 -0.02
C 0.0818 -2.8557 -5.0103 -0.12 0.25 0.01
H -0.1787 -3.1131 -3.9729 0.15 0.24 -0.54
H 1.1746 -2.8584 -5.1360 -0.36 0.05 0.08
H -0.3679 -3.5876 -5.6847 0.15 0.05 0.12
C 3.0878 0.0413 -5.2430 0.15 0.07 -0.18
H 3.8019 0.3976 -4.4894 -0.17 -0.13 -0.21
H 3.1187 0.6650 -6.1360 0.16 -0.09 0.08
H 3.3035 -1.0059 -5.4915 0.01 0.28 0.08
O -0.3342 0.2613 0.9147 0.70 -1.12 0.20
H 1.0459 -0.2438 -0.5302 -0.10 -0.28 -0.09
H 0.2974 -1.6582 0.2803 0.03 0.45 -0.19
C -2.7051 1.9673 0.0076 -0.78 0.19 0.81
C -0.3177 2.7530 -0.3243 0.58 0.55 0.35
H -0.0551 3.3280 -1.2280 -0.08 0.06 0.01
H 0.6072 2.2782 0.0319 -0.06 0.04 -0.02
H -0.6206 3.4560 0.4582 0.07 -0.03 -0.09
H -2.6322 2.0081 1.1026 -0.26 -0.03 -0.38
H -3.3799 1.1490 -0.2696 -0.05 0.14 -0.01
H -3.1514 2.9292 -0.3175 -0.07 -0.16 -0.03
Re -0.0818 -0.2994 2.9296 -3.11 1.76 -0.93
C -1.4929 -0.8260 4.3950 -0.25 -0.68 0.88
C -2.1838 -0.8947 3.1219 -0.46 -0.33 -0.15
C -1.5555 -1.9051 2.3347 0.24 -0.44 0.79
H -3.0706 -0.3280 2.8563 0.32 -0.01 -0.06
C -0.4493 -2.4324 3.0743 -0.80 -1.89 -0.03
C -0.4452 -1.8074 4.3754 -0.60 -0.75 0.26
H 0.1802 -2.0809 5.2219 0.04 0.20 -0.31
H -1.8214 -0.2719 5.2676 0.11 -0.03 -0.16
H -1.8865 -2.2462 1.3602 0.36 0.35 0.01
H 0.2191 -3.2228 2.7466 -0.23 0.05 0.05
C 1.7239 1.3157 3.0887 1.57 -0.76 -0.25
C 1.6162 0.2032 4.0311 1.46 0.39 0.27
C 2.0608 -0.9886 3.3119 0.85 1.35 -0.39
H 1.5341 0.2894 5.1069 0.07 0.05 -0.01
C 2.4974 -0.5720 2.0107 0.77 -0.54 0.46
C 2.2905 0.8143 1.8838 0.56 0.83 0.78
H 2.6056 1.4309 1.0440 -0.39 -0.23 0.08
H 1.5822 2.3598 3.3464 -0.17 -0.26 -0.19
H 2.2405 -1.9590 3.7676 -0.23 0.22 -0.19
H 2.9675 -1.2295 1.2814 -0.33 0.19 0.06
C -0.7469 2.2140 4.9185 -0.28 0.52 0.55
C -0.9189 1.6461 3.5429 1.01 -1.00 -2.56
O -1.5364 2.2421 2.6711 -0.17 0.72 1.55
H -0.1449 1.5859 5.5805 -0.08 0.08 -0.19
H -1.7490 2.3325 5.3567 0.21 0.18 0.01
H -0.2730 3.2007 4.8136 -0.23 -0.13 0.17
```
Positions in Å, forces in eV/Å.